Here is a structure of composition C34H42BeN2OSSeSiTe from the Open Molecules 2025 dataset. Energies are from wB97M-V/def2-TZVPD.

Its relative energy (zero: lowest compared OMol25 entry of this formula, charge and spin) is 1.315 eV. Its total energy is -4877.5761 a.u. As for the total charge: -1. Its spin multiplicity is 2. The calculation puts the gap between HOMO and LUMO (alpha / beta) at 6.014 / 4.532 eV.

Last column: Löwdin spin population.
Atoms and positions in Å:
1 Be 0.798 1.544 0.962  0.02
2 C 2.883 0.445 5.865  0.00
3 Si 4.305 0.452 4.605  0.00
4 C 5.397 2.007 4.844  0.00
5 C 5.373 -1.103 4.959  0.00
6 C 3.956 0.391 2.750  0.00
7 C 5.007 0.232 1.868  0.00
8 C 4.795 0.288 0.494  0.00
9 C 3.508 0.473 0.041  0.00
10 N 2.472 0.610 0.858  0.00
11 C 2.686 0.618 2.181  0.00
12 S 1.285 1.025 3.040  0.00
13 H 3.260 0.484 6.884  0.00
14 H 2.284 -0.452 5.759  0.00
15 H 2.222 1.288 5.707  0.00
16 H 5.698 2.152 5.877  0.00
17 H 4.866 2.898 4.522  0.00
18 H 6.298 1.938 4.242  0.00
19 H 5.670 -1.164 6.002  0.00
20 H 6.279 -1.106 4.361  0.00
21 H 4.825 -2.009 4.718  0.00
22 H 6.010 0.087 2.245  0.00
23 H 5.617 0.221 -0.203  0.00
24 H 3.307 0.568 -1.016  0.00
25 Se 1.959 3.132 -0.531  0.01
26 C 1.537 4.927 -0.052  0.00
27 C 0.217 5.342 0.049  0.00
28 C -0.073 6.635 0.438  0.00
29 C 0.949 7.529 0.715  0.00
30 C 2.267 7.126 0.582  0.00
31 C 2.564 5.831 0.201  0.00
32 H -0.572 4.635 -0.153  0.00
33 H -1.104 6.948 0.533  0.00
34 H 0.717 8.535 1.036  0.00
35 H 3.069 7.826 0.783  0.00
36 H 3.590 5.503 0.109  0.00
37 C -2.796 1.600 0.979  0.01
38 C -1.286 1.588 0.853  0.02
39 O -0.627 2.593 1.249  0.05
40 N -0.585 0.619 0.362  0.31
41 Te -1.401 -1.373 -0.161  0.28
42 C -2.733 -3.199 -0.690  0.20
43 C -2.230 -4.215 -1.498  0.03
44 C -0.902 -4.091 -2.184  0.01
45 C -2.962 -5.384 -1.689  0.01
46 C -4.194 -5.576 -1.089  -0.01
47 C -4.983 -6.839 -1.297  0.00
48 C -4.684 -4.566 -0.272  0.01
49 C -3.963 -3.400 -0.058  0.01
50 C -4.518 -2.359 0.874  0.01
51 C -1.387 -0.786 -2.218  0.00
52 C -0.172 -0.590 -2.869  0.00
53 C 1.139 -0.695 -2.167  0.00
54 C -0.158 -0.190 -4.203  0.00
55 C -1.326 0.051 -4.903  0.00
56 C -1.313 0.547 -6.320  0.00
57 C -2.530 -0.136 -4.238  0.00
58 C -2.575 -0.553 -2.916  0.00
59 C -3.913 -0.702 -2.262  0.00
60 H -3.104 2.511 1.489  0.00
61 H -3.129 0.739 1.557  0.00
62 H -3.251 1.566 -0.010  0.00
63 H -0.256 -3.406 -1.639  0.00
64 H -1.034 -3.701 -3.193  0.00
65 H -0.409 -5.058 -2.249  0.00
66 H -2.549 -6.162 -2.320  0.00
67 H -4.429 -7.542 -1.915  0.00
68 H -5.932 -6.622 -1.789  0.00
69 H -5.203 -7.312 -0.339  0.00
70 H -5.644 -4.700 0.214  0.00
71 H -5.516 -2.634 1.212  0.00
72 H -4.565 -1.390 0.381  0.00
73 H -3.870 -2.256 1.746  0.00
74 H 1.057 -1.253 -1.235  0.00
75 H 1.450 0.318 -1.908  0.00
76 H 1.902 -1.145 -2.803  0.00
77 H 0.797 -0.033 -4.686  0.00
78 H -0.295 0.628 -6.692  0.00
79 H -1.780 1.531 -6.374  0.00
80 H -1.872 -0.126 -6.971  0.00
81 H -3.458 0.068 -4.761  0.00
82 H -4.685 -0.206 -2.848  0.00
83 H -3.880 -0.257 -1.267  0.00
84 H -4.171 -1.756 -2.158  0.00